# C58H154CuN10O21

A molecular structure, C58H154CuN10O21 (ωB97M-V/def2-TZVPD, the OMol25 dataset).

The geometry in XYZ format:
```
244
C58H154CuN10O21 (ωB97M-V/def2-TZVPD)
Cu 0.14 -3.57 -0.41
C 1.09 0.27 -0.28
C 0.04 -0.84 0.01
C -0.73 -0.94 -1.34
O 0.61 -2.08 0.44
H 1.79 0.01 -1.09
H 1.60 0.55 0.62
H 0.52 1.16 -0.60
H -0.57 -0.48 0.87
H -1.49 -1.75 -1.32
H -0.05 -1.12 -2.16
H -1.40 -0.12 -1.46
C -2.15 -2.29 2.51
C -1.26 -2.53 3.73
C -2.20 -2.47 4.98
C -1.73 -3.21 6.25
C -1.44 -4.66 5.87
C -0.28 -4.77 4.83
N -0.69 -3.97 3.59
O -0.17 -4.30 2.54
C -0.21 -6.25 4.30
C 1.01 -4.34 5.49
C -0.12 -1.44 3.88
H -3.09 -2.84 2.53
H -1.62 -2.51 1.62
H -2.25 -1.14 2.54
H -3.17 -2.84 4.57
H -2.42 -1.44 5.14
H -2.35 -2.93 7.06
H -0.73 -2.84 6.58
H -2.29 -5.23 5.54
H -1.04 -5.23 6.73
H -1.13 -6.60 3.82
H -0.25 -6.84 5.20
H 0.67 -6.46 3.68
H 0.98 -3.53 6.25
H 1.81 -4.12 4.76
H 1.43 -5.12 6.12
H 0.42 -1.41 2.91
H 0.58 -1.55 4.71
H -0.66 -0.51 4.04
C 3.84 -7.12 1.53
C 3.94 -6.35 0.26
O 2.68 -6.01 -0.27
O 2.87 -6.50 2.35
H 4.78 -7.05 2.12
H 3.72 -8.20 1.35
H 4.54 -6.89 -0.47
H 4.41 -5.35 0.49
H 2.54 -5.04 -0.17
H 2.11 -6.14 1.80
C 3.44 -0.23 3.64
C 3.40 -1.69 3.44
O 4.41 -2.21 2.61
O 3.47 0.33 2.30
H 4.27 0.10 4.19
H 2.53 0.03 4.19
H 2.36 -1.86 3.07
H 3.53 -2.21 4.45
H 3.99 -2.64 1.85
H 3.92 -0.27 1.72
C 3.80 -2.54 -1.04
C 2.97 -2.50 -2.32
O 2.57 -3.84 -2.74
O 3.08 -3.13 0.07
H 4.18 -1.51 -0.95
H 4.62 -3.20 -1.28
H 3.52 -2.02 -3.14
H 1.97 -1.98 -2.16
H 3.14 -4.23 -3.38
H 2.35 -2.52 0.37
C -5.50 0.78 2.97
C -4.83 2.12 3.02
O -5.39 2.89 2.01
O -5.05 0.13 1.73
H -6.61 0.85 2.91
H -5.25 0.12 3.79
H -3.77 1.96 3.02
H -5.09 2.49 4.03
H -4.93 3.72 2.01
H -5.47 0.75 1.05
C -4.91 -3.68 -1.24
C -4.02 -2.51 -0.83
O -4.90 -1.39 -0.51
O -5.72 -3.29 -2.30
H -5.47 -3.97 -0.38
H -4.36 -4.54 -1.51
H -3.47 -2.17 -1.75
H -3.31 -2.81 -0.06
H -4.81 -0.98 0.37
H -6.34 -2.65 -1.96
C -1.10 -7.26 -2.06
C -1.22 -5.90 -1.36
C -1.53 -6.03 0.20
O -2.61 -5.18 0.52
C -3.23 -5.54 1.74
N -0.01 -5.09 -1.48
H -2.00 -7.64 -2.32
H -0.52 -7.85 -1.32
H -0.51 -7.07 -2.97
H -2.03 -5.31 -1.80
H -0.62 -5.81 0.75
H -1.78 -7.04 0.42
H -2.54 -5.43 2.64
H -3.67 -6.57 1.72
H -4.04 -4.86 1.85
H 0.82 -5.70 -1.31
H 0.14 -4.64 -2.38
C 9.28 0.71 -0.55
C 7.72 0.58 -0.81
C 7.51 0.61 -2.32
O 7.87 1.91 -2.75
C 6.91 2.43 -3.66
N 7.22 -0.67 -0.20
H 9.76 1.54 -1.08
H 9.75 -0.24 -0.87
H 9.46 0.82 0.54
H 7.22 1.50 -0.39
H 6.48 0.32 -2.60
H 8.07 -0.14 -2.82
H 7.40 3.33 -4.02
H 5.95 2.57 -3.19
H 6.74 1.79 -4.53
H 6.29 -0.62 0.27
H 7.92 -1.00 0.46
C 1.28 2.32 7.99
C -0.10 1.81 7.27
C -0.33 2.64 5.98
O 0.45 2.20 4.91
C 0.20 2.84 3.67
N -0.05 0.36 6.91
H 1.78 1.57 8.68
H 1.21 3.27 8.49
H 2.03 2.47 7.19
H -0.91 2.05 7.95
H -0.06 3.73 6.14
H -1.42 2.61 5.63
H 0.51 3.91 3.66
H -0.84 2.72 3.40
H 0.78 2.36 2.86
H 0.52 -0.17 7.53
H 0.44 0.26 5.98
C -2.59 4.88 -3.12
C -1.46 5.57 -2.38
C -1.08 4.72 -1.22
O -0.29 5.33 -0.24
C 0.05 4.43 0.80
N -0.33 5.82 -3.29
H -2.22 3.96 -3.47
H -2.81 5.49 -3.98
H -3.46 4.64 -2.45
H -1.85 6.54 -2.04
H -0.52 3.85 -1.59
H -2.01 4.26 -0.78
H 0.43 5.02 1.65
H 0.84 3.68 0.60
H -0.82 3.92 1.23
H 0.03 4.92 -3.62
H 0.42 6.24 -2.76
C -4.08 1.80 -1.27
C -5.54 1.84 -1.67
C -5.84 1.16 -3.08
O -5.03 1.50 -4.17
C -5.58 2.66 -4.75
N -6.40 1.14 -0.66
H -3.48 2.29 -2.04
H -3.79 0.72 -1.20
H -3.93 2.23 -0.25
H -5.73 2.90 -1.61
H -6.84 1.33 -3.31
H -5.61 0.07 -2.85
H -5.31 3.62 -4.18
H -6.63 2.62 -4.91
H -5.12 2.83 -5.77
H -6.60 0.19 -0.97
H -7.23 1.68 -0.62
C 3.91 3.67 1.63
C 3.66 2.77 0.45
C 3.35 3.48 -0.88
O 4.51 4.07 -1.43
C 4.46 5.22 -2.27
N 4.85 1.96 0.13
H 2.98 4.14 1.92
H 4.58 4.51 1.42
H 4.31 3.05 2.43
H 2.85 2.09 0.58
H 2.54 4.20 -0.66
H 2.92 2.78 -1.60
H 5.41 5.57 -2.63
H 4.00 6.11 -1.72
H 3.72 4.95 -3.05
H 5.44 1.79 0.96
H 5.36 2.51 -0.54
C -1.33 -3.99 -5.18
C -2.68 -3.66 -4.57
C -2.89 -2.12 -4.87
O -1.90 -1.32 -4.24
C -2.26 0.09 -4.44
N -3.79 -4.39 -5.23
H -0.98 -4.96 -4.80
H -0.50 -3.28 -4.87
H -1.33 -3.91 -6.27
H -2.61 -3.69 -3.44
H -3.90 -1.83 -4.48
H -2.87 -1.90 -5.98
H -3.00 0.39 -3.72
H -2.63 0.28 -5.42
H -1.37 0.66 -4.28
H -4.58 -4.17 -4.69
H -3.67 -5.38 -5.16
C -5.06 6.46 0.18
C -3.77 6.26 0.94
C -2.79 7.43 0.87
O -1.61 7.12 1.53
C -0.67 8.14 1.30
N -4.09 5.91 2.34
H -5.76 5.67 0.55
H -4.87 6.31 -0.91
H -5.51 7.45 0.47
H -3.26 5.43 0.48
H -3.22 8.40 1.29
H -2.64 7.68 -0.23
H -1.02 9.08 1.80
H -0.43 8.26 0.19
H 0.23 7.89 1.82
H -4.78 6.55 2.73
H -3.28 6.05 2.97
C 2.15 1.00 -3.86
C 1.75 0.86 -5.29
C 2.89 1.36 -6.16
O 3.16 2.73 -5.87
C 4.12 3.26 -6.81
N 1.51 -0.55 -5.68
H 3.15 0.50 -3.70
H 1.33 0.66 -3.20
H 2.34 2.05 -3.51
H 0.84 1.43 -5.44
H 2.72 1.25 -7.27
H 3.84 0.75 -5.94
H 4.31 4.22 -6.33
H 3.74 3.32 -7.79
H 5.04 2.64 -6.70
H 1.17 -0.52 -6.65
H 0.75 -0.86 -5.15
```

E_HOMO (alpha / beta) = -7.27 / -7.77 eV
Kohn-Sham gap (alpha / beta) = 7.800 / 8.304 eV
multiplicity = 2